58
Properties=species:S:1:pos:R:3:forces:R:3 method="wB97M-V/def2-TZVPD" smiles="CCOc1ccccc1NC(=O)[C@H](CC(C)C)NC(=O)C1CCCCC1" homo_lumo_gap_ev=9.35 lumo_ev=0.7
H -2.34094 -0.74520 -0.16828 0.157 0.141 0.084
N 1.42855 -0.10770 0.15427 -0.335 0.070 0.397
H 4.03524 0.42423 -1.80387 -0.118 -0.042 0.052
C 5.33707 2.55153 0.35571 0.189 -0.048 -0.276
C 3.48399 0.64086 -0.88267 -0.205 -0.005 0.106
O -4.45376 -0.82206 -0.71239 -0.053 0.184 0.589
O 1.91004 -0.86521 -1.90858 -0.056 -0.178 -0.391
H -5.73816 0.96861 -2.42787 -0.049 0.066 -0.043
H 4.23584 4.01399 -0.78740 0.029 0.015 -0.084
H 0.95642 -2.96415 -1.20994 -0.037 0.016 -0.139
C -3.32173 0.84471 0.59213 -0.270 0.022 -0.025
C 4.46725 2.94790 -0.83353 -0.150 0.083 0.279
H 4.58370 -0.82146 0.26242 -0.066 -0.042 0.075
H -0.06085 -4.43098 2.13074 -0.132 -0.086 0.031
C -4.51408 0.33303 0.05458 0.067 0.076 -0.039
H 1.36070 -4.51873 -0.50026 0.039 -0.130 -0.051
C -5.53237 -0.03679 -2.78829 0.254 -0.104 0.314
C 0.10789 -0.68193 0.20827 -0.007 -0.051 0.179
H 1.60768 0.59269 0.85988 0.044 0.020 -0.123
C -5.74706 2.09534 1.11751 -0.051 0.080 0.024
C -5.71941 0.95381 0.33290 0.127 -0.152 -0.042
C 2.20459 -0.17812 -0.94902 0.469 0.149 0.001
C -3.35885 1.99383 1.37038 0.136 0.052 0.055
C 1.01311 -2.96761 0.95549 -0.259 -0.097 0.066
C 5.64609 1.05786 0.31535 -0.148 0.076 0.286
C 0.93259 -3.98882 2.08882 0.137 0.226 -0.149
H 6.25567 0.77950 1.17764 0.061 -0.040 -0.052
H -6.39381 -0.66867 -2.58677 -0.101 -0.051 -0.014
H -2.44012 2.38809 1.77102 0.036 -0.001 0.010
H -3.43471 0.05515 -2.29408 -0.036 -0.119 0.057
C 3.17201 2.14079 -0.84214 0.208 0.010 -0.276
C 4.35406 0.24514 0.31372 0.239 -0.036 -0.248
H -5.36828 0.00376 -3.86161 0.006 0.027 -0.126
H 5.01550 2.76391 -1.76021 0.026 0.038 -0.075
H 4.81181 2.78871 1.28399 0.000 0.047 0.079
H -0.30759 -3.95031 -0.45104 -0.170 -0.086 -0.007
H 2.59307 2.38152 0.05271 -0.076 0.027 0.034
C 0.73331 -3.63783 -0.38710 0.191 0.199 0.106
H -0.12758 -1.05138 -0.79471 -0.009 0.067 0.114
O -0.49458 1.41874 1.20171 0.017 0.223 0.191
C -0.87201 0.41753 0.62943 0.267 -0.309 -0.365
H -0.98835 -2.22155 1.25001 -0.064 -0.050 0.067
H 1.14105 -3.52122 3.04871 0.004 0.005 0.148
H -6.63105 0.53217 -0.06132 -0.061 -0.075 -0.059
H 3.81604 0.42831 1.24651 -0.030 -0.034 0.069
C -4.56896 2.61603 1.62231 -0.105 -0.035 -0.025
C 0.02977 -1.82531 1.23590 0.341 -0.038 -0.265
H 2.56895 2.41196 -1.71150 -0.086 0.005 0.048
H -6.69001 2.57585 1.32927 -0.083 0.038 0.017
H 6.21874 0.83074 -0.58655 0.075 -0.040 -0.030
H -4.58859 3.50992 2.22686 0.009 0.073 0.056
H 2.02570 -2.55197 0.92981 -0.031 0.017 0.024
H -4.06772 -1.59901 -2.51178 0.048 0.142 0.003
N -2.15533 0.12775 0.31303 -0.313 -0.373 -0.252
H 6.26695 3.12368 0.34295 -0.011 0.041 0.080
H 1.65518 -4.78611 1.93317 0.054 -0.124 0.021
H 0.24029 -1.40837 2.22436 -0.073 0.038 0.062
C -4.29292 -0.60718 -2.11061 -0.046 0.070 -0.566